Record 1
Density functional theory data (the ωB97M-V functional and the def2-TZVPD basis) for C47H55N4O4SbSi2Ti as an isolated structure.

```
114
Properties=species:S:1:pos:R:3:forces:R:3
Ti -0.4269 -0.7629 1.1238 0.44 0.19 0.55
C 3.6917 -1.2275 2.3917 -0.02 -0.03 0.02
O 4.0947 -0.2659 1.4207 -0.01 0.04 0.03
C 3.4251 0.9392 1.5486 0.04 -0.06 0.00
C 4.1768 2.0664 1.8630 -0.04 0.04 0.01
C 3.5375 3.3052 1.9563 0.01 -0.03 0.00
C 2.1721 3.3857 1.7978 -0.01 0.02 -0.01
C 1.3790 2.2470 1.5083 -0.06 -0.11 -0.03
C -0.0293 2.3582 1.4553 -0.01 0.07 0.00
N -0.8775 1.3207 1.3608 0.06 0.21 -0.14
N -2.1927 1.6753 1.4500 -0.13 -0.20 0.00
C -2.9386 0.6036 1.4618 0.21 0.15 0.09
O -2.4256 -0.6020 1.3897 0.33 -0.14 -0.17
C -4.3916 0.7479 1.5984 -0.15 0.03 -0.04
C -5.0062 2.0071 1.6417 0.02 -0.02 -0.01
C -6.3797 2.1189 1.7600 -0.01 -0.02 0.00
C -7.1802 0.9807 1.8397 0.04 -0.01 0.00
C -6.5783 -0.2700 1.7989 -0.06 0.01 0.01
C -5.2018 -0.3871 1.6782 0.07 -0.08 0.00
C 2.0478 0.9993 1.2951 0.12 0.04 -0.10
O 1.4152 -0.0739 0.8347 -0.45 -0.10 0.35
H 4.2484 -2.1401 2.1803 0.00 0.01 -0.01
H 2.6214 -1.4371 2.3400 -0.01 0.01 -0.03
H 3.9446 -0.8725 3.3978 0.00 0.01 0.00
H 5.2426 1.9534 2.0182 0.00 0.00 0.00
H 4.1119 4.1987 2.1737 0.00 0.00 0.00
H 1.6684 4.3411 1.9031 0.00 0.00 0.00
H -0.4727 3.3402 1.6096 -0.01 0.00 0.00
H -4.3736 2.8821 1.5779 -0.01 0.01 0.00
H -6.8374 3.1016 1.7897 0.01 0.01 0.00
H -8.2562 1.0690 1.9334 0.00 0.01 0.00
H -7.1891 -1.1638 1.8626 0.01 -0.01 0.00
H -4.7229 -1.3581 1.6470 -0.01 0.01 0.01
C -0.3451 0.6233 4.3953 0.01 -0.02 0.00
Si -0.5504 -1.2384 4.3766 0.11 0.03 0.07
C 0.5999 -1.8259 5.7707 0.01 -0.01 -0.02
C -2.3338 -1.5993 4.8796 0.06 0.03 0.03
N -0.1512 -1.9070 2.8413 -0.22 -0.09 -0.25
C -0.4425 -3.2352 2.5485 -0.05 -0.02 0.08
C -0.7075 -4.2214 3.5099 0.02 0.03 -0.01
C -1.1374 -5.5016 3.1739 -0.02 0.00 -0.05
C -1.3275 -5.8271 1.8424 0.01 -0.01 0.04
C -1.0214 -4.8807 0.8672 0.09 0.10 -0.03
C -0.5083 -3.6182 1.1733 -0.09 -0.16 -0.05
N -0.1302 -2.6815 0.1926 -0.23 0.19 0.03
Si 0.9927 -3.1000 -1.0401 0.19 -0.01 -0.15
C 2.7775 -2.6669 -0.6360 -0.05 -0.04 0.06
C 0.5688 -2.2491 -2.6731 -0.06 -0.03 0.05
C 1.0983 -4.9400 -1.4949 -0.05 0.04 0.00
H -0.3303 0.9641 5.4366 0.00 -0.02 0.00
H -1.1629 1.1303 3.8818 0.02 0.01 -0.01
H 0.5917 0.9370 3.9273 -0.01 0.02 -0.01
H 0.3393 -1.3262 6.7095 -0.02 -0.01 -0.01
H 1.6269 -1.5417 5.5206 0.00 -0.02 0.00
H 0.5855 -2.9034 5.9440 0.01 0.01 0.00
H -2.5513 -1.1805 5.8676 0.00 0.00 -0.01
H -2.5546 -2.6676 4.8988 -0.02 0.01 -0.01
H -3.0004 -1.1273 4.1529 0.00 -0.02 -0.02
H -0.6014 -3.9712 4.5578 0.00 0.01 -0.01
H -1.3480 -6.2207 3.9585 0.00 -0.01 0.00
H -1.7107 -6.7998 1.5538 0.00 0.00 0.00
H -1.1858 -5.1182 -0.1754 0.02 -0.02 -0.06
H 2.8489 -1.7017 -0.1355 0.02 0.00 -0.05
H 3.3878 -2.6346 -1.5447 -0.02 -0.01 -0.01
H 3.2043 -3.4292 0.0253 -0.01 0.03 0.03
H 0.4700 -1.1659 -2.5819 -0.01 -0.06 -0.03
H -0.3755 -2.6286 -3.0744 0.00 0.03 0.00
H 1.3574 -2.4466 -3.4048 0.02 0.00 0.03
H 1.2300 -5.5644 -0.6096 0.00 -0.02 0.00
H 1.9785 -5.0666 -2.1351 -0.01 0.02 0.00
H 0.2283 -5.3042 -2.0473 -0.02 0.00 0.04
C 5.0117 -0.4347 -3.5944 -0.03 0.02 0.02
C 4.8965 0.0511 -2.2985 0.05 -0.04 -0.02
C 3.7088 0.6308 -1.8755 -0.01 -0.02 -0.07
C 2.6224 0.7445 -2.7432 0.00 0.03 0.07
C 2.7462 0.2494 -4.0389 -0.03 0.04 0.02
C 3.9328 -0.3370 -4.4634 0.00 0.00 0.00
Sb 0.8052 1.5709 -1.9255 0.03 0.23 -0.06
C 1.6053 3.5806 -1.7643 0.01 -0.07 -0.05
C 2.8766 3.9513 -2.1942 -0.04 -0.01 0.04
C 3.3198 5.2618 -2.0573 0.01 0.05 0.01
C 2.4936 6.2241 -1.4947 0.02 -0.05 -0.02
C 1.2234 5.8661 -1.0633 -0.03 0.02 0.02
C 0.7884 4.5550 -1.1927 -0.02 -0.05 -0.01
C -0.1164 1.9870 -3.8416 0.02 -0.01 -0.07
C 0.4445 2.8185 -4.8111 -0.01 0.00 0.05
C -0.2140 3.0607 -6.0089 0.03 0.04 -0.04
C -1.4505 2.4765 -6.2573 0.01 -0.03 0.07
C -2.0197 1.6481 -5.3006 -0.01 0.01 -0.07
C -1.3561 1.4048 -4.1033 0.05 -0.06 0.06
H 5.9337 -0.9011 -3.9222 0.00 0.00 0.00
H 5.7207 -0.0431 -1.6018 -0.01 0.01 0.01
H 3.6307 0.9862 -0.8545 0.00 -0.01 0.00
H 1.9067 0.3141 -4.7222 0.01 -0.01 -0.02
H 4.0117 -0.7267 -5.4723 -0.01 0.01 0.00
H 3.5364 3.2082 -2.6254 0.02 0.01 -0.02
H 4.3182 5.5299 -2.3843 0.00 -0.01 0.00
H 2.8410 7.2446 -1.3828 0.00 0.00 0.00
H 0.5759 6.6080 -0.6096 -0.01 -0.01 0.00
H -0.1922 4.2765 -0.8203 -0.01 0.03 0.00
H 1.4039 3.2895 -4.6217 0.00 0.00 -0.02
H 0.2358 3.7108 -6.7516 0.00 0.00 0.01
H -1.9668 2.6686 -7.1907 0.00 0.00 -0.01
H -2.9842 1.1891 -5.4866 0.01 -0.01 0.02
H -1.7948 0.7438 -3.3626 -0.04 0.00 0.00
C -4.3173 -0.5944 -1.9513 0.03 -0.01 -0.02
C -3.2140 -1.5593 -1.5745 -0.02 0.05 0.13
O -1.9870 -0.8501 -1.5635 0.04 -0.02 -0.19
H -5.2876 -1.0948 -1.9225 -0.02 0.02 -0.01
H -4.1582 -0.1966 -2.9570 0.00 0.01 0.00
H -4.3341 0.2379 -1.2466 -0.02 0.00 0.00
H -3.1619 -2.3885 -2.2944 -0.03 -0.02 0.01
H -3.4075 -1.9756 -0.5809 0.01 -0.02 -0.01
H -1.3342 -1.4305 -1.1327 -0.06 -0.16 -0.04
```
Positions in Å, forces in eV/Å.

For the molar mass, the calculation gives 965.78 g mol⁻¹. As for the multiplicity: 3. Its net charge is -2. The total energy comes out at -4012.90870 hartree.

These are the Mulliken partial charges, in e, on atoms 1 to 99: number 1, Ti, carries 0.367; number 2, C, carries -0.876; number 3, O, carries -0.436; number 4, C, carries -0.647; number 5, C, carries -0.308; number 6, C, carries -0.893; number 7, C, carries -0.980; number 8, C, carries 1.594; number 9, C, carries -2.131; number 10, N, carries 2.242; number 11, N, carries -1.268; number 12, C, carries -0.060; number 13, O, carries -1.044; number 14, C, carries 0.660; number 15, C, carries -0.413; number 16, C, carries -0.621; number 17, C, carries -0.435; number 18, C, carries -0.914; number 19, C, carries 0.268; number 20, C, carries 0.700; number 21, O, carries 1.484; number 22, H, carries 0.281; number 23, H, carries 0.063; number 24, H, carries 0.362; number 25, H, carries 0.418; number 26, H, carries 0.339; number 27, H, carries 0.340; number 28, H, carries 0.147; number 29, H, carries 0.399; number 30, H, carries 0.383; number 31, H, carries 0.368; number 32, H, carries 0.383; number 33, H, carries 0.259; number 34, C, carries -0.781; number 35, Si, carries 0.371; number 36, C, carries -1.257; number 37, C, carries -0.978; number 38, N, carries 0.963; number 39, C, carries 1.069; number 40, C, carries -0.594; number 41, C, carries -0.945; number 42, C, carries -1.024; number 43, C, carries -0.440; number 44, C, carries -0.097; number 45, N, carries 0.157; number 46, Si, carries 0.257; number 47, C, carries -0.199; number 48, C, carries -0.509; number 49, C, carries -1.482; number 50, H, carries 0.542; number 51, H, carries 0.093; number 52, H, carries -0.010; number 53, H, carries 0.333; number 54, H, carries 0.242; number 55, H, carries 0.379; number 56, H, carries 0.378; number 57, H, carries 0.346; number 58, H, carries 0.058; number 59, H, carries 0.158; number 60, H, carries 0.368; number 61, H, carries 0.339; number 62, H, carries 0.395; number 63, H, carries -0.511; number 64, H, carries 0.309; number 65, H, carries 0.354; number 66, H, carries -0.331; number 67, H, carries 0.334; number 68, H, carries 0.423; number 69, H, carries 0.367; number 70, H, carries 0.321; number 71, H, carries 0.281; number 72, C, carries -0.637; number 73, C, carries -0.405; number 74, C, carries -0.335; number 75, C, carries 0.947; number 76, C, carries -0.889; number 77, C, carries -0.536; number 78, Sb, carries -0.349; number 79, C, carries 0.841; number 80, C, carries -0.301; number 81, C, carries -0.690; number 82, C, carries -0.502; number 83, C, carries -0.558; number 84, C, carries -0.615; number 85, C, carries 0.001; number 86, C, carries -0.162; number 87, C, carries -0.716; number 88, C, carries -0.463; number 89, C, carries -0.491; number 90, C, carries -0.392; number 91, H, carries 0.312; number 92, H, carries 0.435; number 93, H, carries -0.140; number 94, H, carries 0.371; number 95, H, carries 0.336; number 96, H, carries 0.338; number 97, H, carries 0.375; number 98, H, carries 0.367; number 99, H, carries 0.389

Record 2
Density functional theory data (the ωB97M-V functional and the def2-TZVPD basis) for an isolated ion of composition C9H10N and charge +1 at a distorted geometry.

```
20
Properties=species:S:1:pos:R:3:forces:R:3
C -0.2486 2.2710 0.0923 3.82 -2.22 2.20
C -0.7161 0.8365 0.1913 0.58 0.47 -1.61
C -2.0639 0.6069 0.3190 0.00 -0.66 0.90
C -2.5670 -0.7078 0.4240 -1.20 0.82 -0.32
C -1.6999 -1.7487 0.2077 0.29 1.27 0.15
C -0.3812 -1.4586 -0.0615 -0.92 -2.52 -0.31
N 0.1216 -0.2507 -0.0836 -1.03 1.92 1.28
C 1.5009 -0.2339 -0.2116 0.98 2.04 0.20
C 2.6122 0.4385 -0.2169 -1.01 -2.23 -0.21
C 2.6242 -1.0781 -0.5511 -0.37 0.18 -1.77
H -1.0435 2.8939 -0.0898 -1.64 1.56 -0.30
H 0.5912 2.4115 -0.5870 -0.40 -0.16 -0.66
H 0.3239 2.5134 1.0533 -1.25 -0.02 -0.80
H -2.6343 1.5126 0.4701 -0.46 -0.31 -0.05
H -3.6541 -0.9547 0.5773 1.28 0.65 -0.04
H -2.0940 -2.7146 0.2753 0.02 -1.47 -0.15
H 0.3236 -2.2238 -0.3264 0.11 -0.34 0.15
H 3.2920 1.1922 0.0444 0.41 1.03 -0.02
H 3.0773 -1.8153 0.0304 0.42 -0.77 1.94
H 2.6356 -1.4903 -1.5573 0.35 0.76 -0.57
```
Positions in Å, forces in eV/Å.

For the molar mass, the calculation gives 132.19 g mol⁻¹. As for the structure (SMILES): Cc1cccc[n+]1C1=CC1. As for the multiplicity: 1. Its net charge is +1. The total energy comes out at -403.34032 hartree.

Formally, the natural (NBO) partial charges of the atoms, in units of the elementary charge, are as follows: number 1, C, carries -0.654; number 2, C, carries 0.288; number 3, C, carries -0.223; number 4, C, carries -0.068; number 5, C, carries -0.244; number 6, C, carries 0.129; number 7, N, carries -0.289; number 8, C, carries 0.113; number 9, C, carries -0.089; number 10, C, carries -0.405; number 11, H, carries 0.246; number 12, H, carries 0.255; number 13, H, carries 0.258; number 14, H, carries 0.253; number 15, H, carries 0.262; number 16, H, carries 0.258; number 17, H, carries 0.245; number 18, H, carries 0.258; number 19, H, carries 0.210; number 20, H, carries 0.196